Below is a molecular structure, C19H39O3P3Re, with properties calculated with ωB97M-V/def2-TZVPD.

The calculation puts the frontier orbital gap (spin up / spin down) at 7.81 / 6.10 eV. The net charge is +4. The value obtained for the total energy is -56430.7139 eV. As for the multiplicity: 4. Its HOMO energy (spin up / spin down) is -20.98 / -20.95 eV.

Geometry as XYZ:
```
65
Properties=species:S:1:pos:R:3:forces:R:3
P -3.500 -0.261 -1.204 -3.79 -2.08 -2.47
C -4.301 -1.842 -0.712 1.00 -0.52 1.65
H -5.207 -2.044 -1.328 0.65 0.49 0.14
H -4.596 -1.775 0.360 0.03 -0.24 -0.73
H -3.573 -2.669 -0.827 -0.48 0.34 0.12
C -5.002 0.761 -1.400 0.97 2.50 1.38
H -4.887 1.463 -2.249 -0.02 -0.34 0.46
H -5.087 1.381 -0.464 -0.39 -0.39 -0.90
H -5.905 0.166 -1.511 0.16 -0.39 0.05
C -3.196 -0.673 -2.979 2.41 0.41 0.61
H -4.131 -0.706 -3.513 -0.57 0.09 0.05
H -2.671 -1.630 -3.033 -0.14 0.08 -0.10
H -2.541 0.097 -3.405 -0.39 -0.25 -0.35
P 3.360 -1.294 -2.044 1.23 0.19 -0.28
C 3.530 -2.981 -1.476 0.04 -0.73 0.03
H 4.366 -3.477 -2.036 -0.66 0.42 0.47
H 2.598 -3.542 -1.652 0.39 0.06 0.03
H 3.759 -2.998 -0.397 -0.06 -0.03 -0.40
C 3.366 -1.307 -3.851 -0.57 -0.17 -0.13
H 3.609 -0.317 -4.238 0.10 -0.04 -0.01
H 2.367 -1.589 -4.216 0.37 -0.05 -0.06
H 4.099 -2.044 -4.200 -0.07 0.14 -0.02
C 4.905 -0.458 -1.548 -0.24 0.13 0.09
H 5.737 -0.869 -2.138 -0.16 0.09 0.19
H 5.078 -0.637 -0.480 0.09 0.04 -0.24
H 4.825 0.624 -1.722 0.17 -0.32 -0.01
P 0.221 1.612 3.181 -0.15 1.87 4.56
C 0.362 0.587 4.705 0.20 -1.53 -1.39
H 0.370 1.204 5.603 -0.10 0.47 -0.20
H 1.297 0.021 4.642 -0.10 0.01 0.20
H -0.460 -0.126 4.744 -0.03 -0.01 0.15
C 1.682 2.696 3.434 0.42 -0.19 -1.90
H 1.958 2.754 4.490 -0.28 -0.23 0.01
H 1.487 3.697 3.032 0.05 -0.18 0.11
H 2.504 2.247 2.866 0.29 0.28 0.31
C -1.136 2.763 3.696 -0.79 -0.54 -1.24
H -0.760 3.620 4.281 0.26 -0.47 -0.27
H -1.896 2.211 4.270 0.29 0.13 -0.24
H -1.599 3.131 2.773 -0.19 0.31 0.36
Re 1.476 0.076 -1.333 2.87 -0.75 -1.51
C 0.330 -1.507 -1.505 -3.47 -4.40 0.20
O -0.397 -2.451 -1.585 3.79 4.91 0.31
C 1.867 -0.536 0.474 0.36 -1.74 4.13
O 2.090 -0.880 1.579 -0.83 1.47 -4.41
C 2.224 2.668 -1.306 1.10 -0.20 -0.86
C 1.118 2.402 -0.539 -1.09 -1.26 1.34
C 0.086 1.550 -1.069 -4.08 3.80 0.10
C -0.086 1.566 -2.521 1.38 -0.46 2.19
C 1.041 1.873 -3.279 -0.58 -0.71 -1.33
C 2.222 2.305 -2.683 0.66 -0.05 0.90
H 3.106 3.155 -0.891 -0.24 0.01 -0.06
H 1.055 2.730 0.517 0.24 -0.39 -0.73
H -0.795 1.307 -0.440 0.58 0.52 -0.42
H -1.009 1.272 -2.948 -0.54 -0.38 -0.46
H 0.999 1.761 -4.372 0.03 0.12 0.48
H 3.114 2.486 -3.284 -0.22 -0.08 0.10
C -2.595 -2.372 3.528 0.30 0.26 -0.13
C -1.630 -1.998 2.415 0.34 -0.91 -0.18
O -1.782 -0.672 1.884 -0.52 1.05 -0.05
H -2.481 -1.711 4.393 -0.07 -0.08 -0.07
H -2.377 -3.392 3.857 -0.06 0.11 -0.02
H -3.633 -2.346 3.191 0.00 0.00 0.01
H -0.589 -2.053 2.753 -0.15 -0.10 0.07
H -1.728 -2.689 1.562 -0.01 0.03 0.31
H -2.656 -0.343 2.149 0.25 -0.14 0.04
```
Forces are in eV/Å.

=====

Below is 3 unconnected molecules or ions with the total composition C19H40N3O5S2, with properties calculated with ωB97M-V/def2-TZVPD.

The calculation puts the frontier orbital gap at 8.92 eV. The net charge is +1. The value obtained for the total energy is -56722.5136 eV. Its HOMO energy is -12.46 eV.

Geometry as XYZ:
```
69
Properties=species:S:1:pos:R:3:forces:R:3
C -1.377 -3.219 1.337 0.32 -0.16 -0.01
O -2.726 -3.029 0.974 -0.21 0.14 0.26
C -3.098 -1.669 0.998 -0.06 -0.11 -0.08
C -4.612 -1.521 0.893 -0.01 -0.16 -0.26
C -5.088 -0.236 0.194 0.15 0.13 0.31
C -5.253 1.021 1.076 0.15 0.13 -0.15
C -4.097 1.377 2.028 -0.07 0.31 -0.12
C -2.801 1.744 1.265 -0.23 -0.17 0.16
C -1.580 1.516 2.145 0.07 0.91 0.20
N -0.226 1.538 1.487 0.17 -0.99 -0.57
C 0.849 0.817 2.222 0.35 0.26 -0.07
C 1.764 0.420 1.056 -0.24 0.21 0.09
N 0.822 0.129 -0.060 -0.24 0.49 0.27
C -0.083 1.186 0.189 -0.43 0.19 0.38
N -0.658 1.840 -0.793 0.06 -0.33 0.08
H -1.290 -4.115 1.954 -0.05 0.04 -0.10
H -1.002 -2.370 1.930 -0.04 -0.09 0.04
H -0.732 -3.344 0.461 -0.04 0.02 -0.03
H -2.734 -1.245 1.941 0.07 0.25 -0.06
H -2.611 -1.158 0.146 0.02 0.14 0.08
H -5.056 -1.623 1.888 -0.04 0.01 -0.09
H -4.950 -2.382 0.305 -0.01 0.10 0.09
H -4.396 -0.006 -0.626 -0.06 -0.10 -0.01
H -6.052 -0.433 -0.278 0.06 0.06 0.02
H -6.186 0.963 1.646 0.17 -0.12 0.04
H -5.377 1.879 0.402 -0.12 -0.09 0.06
H -4.408 2.255 2.604 0.05 -0.16 0.06
H -3.915 0.585 2.761 0.00 -0.08 -0.16
H -2.768 1.153 0.350 0.10 -0.07 0.08
H -2.859 2.800 0.978 0.02 -0.11 -0.10
H -1.561 2.287 2.921 0.04 -0.16 -0.02
H -1.640 0.551 2.649 -0.03 -0.07 -0.11
H 0.437 -0.020 2.794 0.00 -0.01 -0.13
H 1.381 1.491 2.893 -0.23 0.01 0.11
H 2.477 -0.380 1.237 -0.18 -0.02 -0.02
H 2.271 1.339 0.750 0.39 -0.28 0.03
H 0.306 -0.729 0.158 0.20 -0.23 -0.22
H -0.766 1.395 -1.690 0.36 0.15 -0.21
H -1.021 2.768 -0.653 -0.43 -0.10 0.12
C -0.755 -5.191 -3.694 0.04 0.06 0.01
C 0.187 -4.374 -4.590 0.00 -0.02 0.04
C 1.283 -3.790 -3.690 -0.08 0.03 -0.17
S 1.460 -4.939 -2.314 0.03 -0.12 -0.02
O 1.064 -4.271 -1.092 -0.06 0.17 0.02
O 2.732 -5.602 -2.381 0.04 0.03 0.05
C 0.146 -6.048 -2.812 -0.13 -0.02 -0.06
H -1.437 -5.807 -4.278 -0.01 0.00 -0.01
H -1.355 -4.523 -3.073 -0.01 -0.02 0.01
H 0.637 -5.027 -5.340 0.01 -0.01 0.01
H -0.342 -3.585 -5.121 0.00 0.00 -0.02
H 2.248 -3.707 -4.183 0.03 0.00 0.05
H 1.000 -2.827 -3.268 0.00 -0.02 0.06
H -0.336 -6.439 -1.920 0.06 0.01 0.04
H 0.610 -6.859 -3.374 0.03 0.00 0.01
C 4.449 3.794 -0.324 0.03 0.05 0.03
C 5.924 4.000 0.053 -0.04 0.01 0.02
C 6.042 5.378 0.714 0.11 -0.12 -0.08
S 4.447 5.707 1.477 -0.04 -0.02 0.03
O 3.826 6.821 0.810 -0.01 0.03 0.01
O 4.556 5.673 2.910 -0.03 0.04 0.02
C 3.644 4.206 0.906 0.03 -0.25 -0.16
H 4.248 2.762 -0.612 0.01 0.00 -0.02
H 4.186 4.435 -1.168 -0.02 0.00 0.00
H 6.232 3.225 0.757 -0.01 0.00 0.01
H 6.575 3.930 -0.817 0.01 -0.01 0.00
H 6.801 5.418 1.491 -0.02 0.05 0.02
H 6.214 6.170 -0.012 -0.06 0.03 0.01
H 2.598 4.427 0.705 0.01 0.10 0.06
H 3.733 3.472 1.709 0.01 0.02 0.02
```
Forces are in eV/Å.

=====

> net charge of number 2 (C19H40N3O5S2)?

+1